Density functional theory data (ωB97M-V with the def2-TZVPD basis set) for a molecular structure, C26H36AsCl2EuO2P2 in a non-equilibrium geometry.

E_LUMO (spin up / spin down)   -8.107 / -5.755 eV
Multiplicity   7
⟨S²⟩   12.10
Orbital gap (spin up / spin down)   6.35 / 8.68 eV
Net charge   +2
E_HOMO (spin up / spin down)   -14.46 / -14.44 eV

```
70
C26H36AsCl2EuO2P2 ωB97M-V with the def2-TZVPD basis set
C 1.20 -0.08 -6.47
C 0.78 0.32 -5.08
H 2.30 -0.09 -6.49
H 0.83 0.64 -7.22
H 0.83 -1.09 -6.70
O 1.50 0.58 -4.13
Cl -0.99 0.37 -4.95
Eu 0.54 0.02 -0.52
P -0.28 2.60 -0.26
C 0.94 3.54 0.72
C -0.02 3.01 -2.05
H -0.20 4.10 -2.19
H -2.10 4.17 0.02
H -0.69 2.38 -2.67
H -2.67 2.45 -0.35
H 1.97 3.22 0.45
H 1.00 2.72 -2.38
C -1.97 3.09 0.22
H 0.80 4.62 0.55
H -2.12 2.83 1.29
H 0.87 3.31 1.80
P -0.02 -2.58 0.08
C 1.26 -3.30 1.17
C -1.66 -3.20 0.62
H -0.45 -2.75 -2.33
H 0.20 -4.33 -1.65
H 1.29 -2.90 -1.99
C 0.28 -3.23 -1.64
H -2.42 -2.72 -0.03
H -1.69 -4.31 0.56
H 1.22 -4.41 1.15
H 1.15 -2.93 2.21
H -1.84 -2.84 1.65
H 2.26 -2.95 0.86
Cl -1.97 -0.23 -1.51
O 1.49 0.24 1.79
As 0.94 0.47 3.41
C -1.02 0.55 3.50
C -1.88 0.14 2.47
C -3.26 0.21 2.67
C -3.79 0.64 3.88
C -2.94 1.03 4.91
C -1.56 0.98 4.72
C 1.54 -1.13 4.32
C 0.60 -1.90 5.02
C 1.04 -3.05 5.70
C 2.38 -3.41 5.65
C 3.31 -2.66 4.93
C 2.89 -1.51 4.25
C 1.83 2.08 4.01
C 1.07 3.19 4.40
C 1.71 4.34 4.86
C 3.11 4.38 4.91
C 3.87 3.30 4.48
C 3.23 2.15 4.00
H -1.52 -0.25 1.50
H -3.91 -0.09 1.84
H -4.88 0.67 4.02
H -3.34 1.36 5.88
H -0.90 1.27 5.53
H -0.43 -1.58 5.03
H 0.30 -3.63 6.27
H 2.72 -4.30 6.19
H 4.37 -2.93 4.90
H 3.58 -0.91 3.66
H -0.02 3.14 4.35
H 1.11 5.19 5.20
H 3.61 5.28 5.29
H 4.96 3.33 4.51
H 3.80 1.30 3.63
```



Density functional theory data (ωB97M-V with the def2-TZVPD basis set) for a molecular structure, C26H36BClF4N7O4RbSi in a non-equilibrium geometry.

E_LUMO   3.534 eV
Orbital gap   4.81 eV
Net charge   -2
E_HOMO   -1.27 eV

```
81
C26H36BClF4N7O4RbSi ωB97M-V with the def2-TZVPD basis set
Rb 5.04 -20.01 10.38
O 7.63 -20.67 11.33
C 8.27 -21.62 11.88
C 7.71 -22.99 12.12
C 8.61 -23.93 12.59
C 8.15 -25.19 12.88
C 6.88 -25.61 12.57
C 5.97 -24.72 12.04
C 6.29 -23.31 11.79
O 5.42 -22.55 11.35
N 9.02 -26.05 13.60
O 10.13 -25.62 13.92
O 8.61 -27.19 13.86
H 9.33 -21.41 12.26
H 9.67 -23.69 12.79
H 6.68 -26.68 12.73
H 4.94 -25.00 11.86
C 2.96 -22.52 13.63
C 2.00 -22.00 12.60
C 0.62 -22.35 12.60
C -0.23 -21.82 11.64
C 0.31 -20.97 10.69
C 1.73 -20.53 10.82
N 2.49 -21.15 11.74
N 2.14 -19.53 10.10
Si 1.27 -18.47 9.04
C 0.53 -19.39 7.53
C -0.11 -17.62 9.99
C 2.50 -17.22 8.45
H 3.99 -22.36 13.26
H 2.79 -23.62 13.80
H 2.79 -22.02 14.60
H 0.28 -23.06 13.36
H -1.31 -22.05 11.65
H -0.28 -20.59 9.87
H 0.38 -20.48 7.71
H 1.23 -19.33 6.67
H -0.42 -18.94 7.16
H -0.67 -18.34 10.56
H -0.81 -17.12 9.29
H 0.32 -16.81 10.64
H 3.23 -17.65 7.76
H 3.05 -16.95 9.37
H 2.10 -16.34 7.96
C 7.11 -16.91 9.90
N 7.27 -16.78 8.46
C 7.34 -15.43 7.99
C 6.94 -17.87 7.69
N 6.37 -18.92 8.23
N 7.26 -17.80 6.34
C 6.78 -18.84 5.43
C 8.50 -17.15 5.89
H 7.63 -16.08 10.36
H 7.55 -17.88 10.27
H 6.04 -16.88 10.22
H 8.35 -14.99 8.21
H 6.54 -14.89 8.56
H 7.17 -15.37 6.91
H 6.23 -19.64 7.53
H 5.76 -19.11 5.65
H 7.42 -19.75 5.40
H 6.84 -18.39 4.41
H 9.05 -16.82 6.75
H 8.30 -16.27 5.25
H 9.10 -17.90 5.33
Cl 7.05 -25.40 8.37
C 5.98 -24.20 7.79
C 4.68 -24.53 7.41
C 3.77 -23.54 7.02
C 4.26 -22.22 7.01
N 5.51 -21.93 7.27
C 6.38 -22.84 7.67
H 4.30 -25.55 7.48
H 2.74 -23.75 6.73
H 3.61 -21.40 6.65
H 7.37 -22.50 7.86
F 4.19 -16.37 11.06
B 4.85 -16.82 12.25
F 5.17 -18.15 12.10
F 6.04 -16.07 12.37
F 4.05 -16.57 13.35
```



Density functional theory data (ωB97M-V with the def2-TZVPD basis set) for 7 unconnected molecules or ions with the total composition C26H36Br12F9N2O4S in a non-equilibrium geometry.

E_LUMO   -5.133 eV
Orbital gap   6.45 eV
Net charge   +1
E_HOMO   -11.59 eV

```
90
C26H36Br12F9N2O4S ωB97M-V with the def2-TZVPD basis set
O 0.31 5.39 2.23
C -0.06 5.39 1.04
N -0.43 5.32 -0.24
C 0.18 4.03 -0.76
C 1.70 4.16 -1.17
C 2.46 2.91 -1.77
C 4.00 2.97 -2.27
O 4.63 4.06 -2.45
O 4.73 1.76 -2.53
C 1.59 1.58 -1.89
C 0.06 1.56 -1.44
C -0.69 0.16 -1.67
C -1.03 -0.54 -0.11
C 0.31 -1.28 0.64
O -0.34 0.13 1.08
N -0.59 2.77 -0.89
C -2.07 2.75 -0.51
C -2.96 2.80 -1.86
C -4.45 3.43 -1.65
F -4.63 4.08 -0.39
F -4.50 4.52 -2.63
C -5.63 2.43 -2.09
F -5.37 1.69 -3.30
F -6.77 3.28 -2.42
S -6.23 1.23 -0.81
F -6.97 2.44 0.08
F -4.82 1.25 0.10
F -5.59 -0.13 -1.63
F -7.63 1.00 -1.75
F -6.86 0.13 0.31
H 2.29 5.16 -1.09
H 4.22 0.99 -2.16
H 2.10 0.65 -2.32
H 0.00 -0.65 -2.12
H -1.69 0.21 -2.22
H -2.11 -1.06 0.05
H 0.06 -1.83 1.61
H 1.31 -0.78 0.36
H -2.36 1.76 0.03
H -2.27 3.58 0.25
H -3.15 1.69 -2.16
H -2.36 3.32 -2.69
Br -2.77 4.59 2.41
C -4.43 3.57 2.56
C -4.59 2.97 3.93
Br -3.44 1.41 4.15
H -4.42 2.83 1.76
H -5.23 4.29 2.36
H -5.60 2.60 4.08
H -4.33 3.67 4.74
Br 4.33 -4.83 -0.50
C 4.58 -3.30 0.69
C 3.40 -2.36 0.64
Br 3.44 -1.28 -0.99
H 5.53 -2.84 0.41
H 4.68 -3.74 1.69
H 3.45 -1.64 1.46
H 2.44 -2.87 0.65
Br 3.71 -5.02 4.76
C 5.13 -6.34 4.60
C 6.49 -5.70 4.76
Br 7.01 -4.75 3.14
H 5.00 -6.85 3.64
H 4.95 -7.06 5.41
H 7.26 -6.47 4.90
H 6.54 -4.99 5.58
Br 5.32 -9.78 0.99
C 6.92 -9.24 1.96
C 7.25 -10.22 3.06
Br 6.07 -9.98 4.60
H 6.75 -8.23 2.33
H 7.72 -9.23 1.22
H 8.25 -10.05 3.45
H 7.16 -11.27 2.75
Br -3.49 -3.41 -2.56
C -2.36 -3.08 -4.12
C -1.14 -3.96 -4.11
Br 0.19 -3.30 -2.85
H -2.13 -2.02 -4.13
H -3.00 -3.32 -4.98
H -0.64 -3.94 -5.09
H -1.35 -5.00 -3.84
Br -3.38 10.39 -1.78
C -3.61 8.46 -1.59
C -2.29 7.79 -1.29
Br -1.19 7.64 -2.89
H -4.08 8.11 -2.50
H -4.30 8.34 -0.76
H -2.46 6.76 -0.96
H -1.70 8.31 -0.54
```



The lowest net charge belongs to which entry? C26H36BClF4N7O4RbSi